No. 1
Entry from the Open Molecules 2025 dataset: 2 unconnected molecules or ions with the total composition C6H9N (ωB97M-V/def2-TZVPD).

Results
**E_tot**: -288.60166 Eh
**SMILES string**: C=C=NC=C.C=C
**Total charge**: 0
**Energy relative to the best compared isomer or geometry (same formula, charge and spin)**: 4.9085 eV
**Kohn-Sham gap (alpha / beta)**: 7.5 / 7.5 eV
**F_max**: 0.0560 hartree/bohr

Each line ends with the Löwdin charge.
CARTESIAN COORDINATES (ANGSTROEM)
C1 -0.745 -0.551 -2.020  0.016
C2 -0.626 0.003 -0.824  -0.253
N1 -1.141 0.930 -0.132  0.061
C3 -1.407 0.956 1.191  -0.246
C4 -1.055 0.023 2.105  -0.012
H1 -0.034 -1.292 -2.349  0.045
H2 -1.549 -0.290 -2.688  0.059
H3 -1.887 1.876 1.512  0.097
H4 -0.875 -1.000 1.824  0.048
H5 -1.304 0.161 3.145  0.042
C5 1.293 -0.510 0.037  -0.137
C6 2.108 0.274 -0.708  0.008
H6 1.396 -1.586 -0.037  0.077
H7 1.036 -0.215 1.082  0.065
H8 2.051 1.350 -0.650  0.068
H9 2.739 -0.127 -1.487  0.061

Atoms 1-3, force components in eV/Å:
1.1 -0.8 0.0
-2.2 1.8 -0.3
1.5 -0.7 -1.0

---

No. 2
Entry from the Open Molecules 2025 dataset: a molecular structure, C7H11NSi (ωB97M-V/def2-TZVPD).

Results
**E_tot**: -617.51159 Eh
**Total charge**: 0
**Energy relative to the best compared isomer or geometry (same formula, charge and spin)**: 1.6282 eV
**Kohn-Sham gap**: 9.5 eV
**F_max**: 0.1014 hartree/bohr

Each line ends with the Löwdin charge.
CARTESIAN COORDINATES (ANGSTROEM)
C1 3.119 -0.132 0.016  -0.118
C2 2.516 0.966 0.572  -0.085
C3 2.348 -0.981 -0.782  -0.094
C4 1.070 1.162 0.580  -0.127
C5 0.958 -0.838 -0.853  -0.129
C6 0.418 0.260 -0.198  -0.202
C7 -2.510 -1.266 -0.577  -0.273
N1 -2.288 1.434 1.350  -0.161
Si1 -2.005 0.577 -0.191  0.700
H1 4.102 -0.346 0.030  0.062
H2 3.210 1.470 1.254  0.098
H3 2.891 -1.709 -1.465  0.121
H4 0.512 2.000 1.119  0.094
H5 0.317 -1.496 -1.424  0.079
H6 -2.079 -1.964 0.103  -0.013
H7 -3.579 -1.541 -0.535  0.013
H8 -2.089 -1.662 -1.581  0.051
H9 -1.549 2.106 1.645  0.011
H10 -2.555 0.780 2.133  0.042
H11 -2.808 1.180 -1.196  -0.068

Atoms 1-3, force components in eV/Å:
-4.0 0.2 -1.7
-0.7 0.4 2.5
0.0 -1.2 -1.4

---

No. 3
Entry from the Open Molecules 2025 dataset: C4H7OPS in the gas phase (ωB97M-V/def2-TZVPD).

Results
**E_tot**: -971.17786 Eh
**Total charge**: 0
**Energy relative to the best compared isomer or geometry (same formula, charge and spin)**: 2.2831 eV
**Kohn-Sham gap (alpha / beta)**: 6.4 / 7.3 eV
**F_max**: 0.0752 hartree/bohr

Each line ends with the Löwdin charge.
CARTESIAN COORDINATES (ANGSTROEM)
C1 -1.815 0.004 -1.148  -0.231
C2 -0.630 0.239 -0.820  -0.020
C3 1.643 -0.458 0.173  -0.159
C4 0.292 0.069 0.461  -0.282
O1 -3.541 -1.719 -0.581  -0.607
P1 -4.675 0.809 0.274  0.549
S1 -3.145 -0.586 0.240  0.470
H1 -2.403 0.018 -1.980  0.035
H2 1.413 -1.457 -0.349  0.104
H3 2.302 -0.732 1.028  0.077
H4 2.293 0.259 -0.426  0.097
H5 0.337 1.110 0.929  0.120
H6 -0.372 -0.546 1.182  0.120
H7 -4.164 1.328 1.370  -0.271

Atoms 1-3, force components in eV/Å:
2.3 1.4 0.5
1.2 -1.1 2.8
1.5 -1.9 -1.1

---

- The lowest E_tot belongs to which entry?
  C4H7OPS